[1]
C2H5N3S2 | the ωB97M-V functional and the def2-TZVPD basis

Each line ends with the Mulliken charge.
Geometry (Å):
H  1.643  -1.513  1.303  0.33
H  1.069  -1.788  -1.421  0.16
N  0.076  0.883  -0.118  -0.19
H  -2.990  1.078  -0.589  0.24
S  0.213  -2.044  -0.413  -0.15
N  -2.022  1.246  -0.811  -0.68
H  -1.465  -0.304  0.654  0.34
C  -1.226  0.501  -0.109  0.13
S  2.508  1.034  0.896  -0.34
N  0.872  -1.062  0.794  -0.32
C  1.116  0.259  0.526  0.21
H  0.205  1.709  -0.710  0.26

Computed properties:
SMILES string = [H]/N=C/NC(=S)NS
spin multiplicity = 1

=====

[2]
C27H45IN4O | the ωB97M-V functional and the def2-TZVPD basis

Each line ends with the Mulliken charge.
Geometry (Å):
C  -1.154  -5.347  0.626  -0.61
H  4.628  1.691  2.886  0.37
H  7.250  3.984  -1.069  0.36
C  1.979  -3.419  3.515  0.17
H  2.349  -5.056  2.329  0.64
C  6.205  3.823  -0.793  -0.37
H  -3.487  -4.742  2.950  0.41
C  -3.840  -3.591  1.340  -0.19
C  4.961  1.481  1.869  -1.25
H  0.817  -5.980  1.170  0.61
H  3.734  2.430  -1.247  0.31
H  -3.173  5.676  -3.193  0.28
C  -1.292  3.263  -1.941  -0.36
N  -2.918  -4.322  2.221  -0.09
H  5.635  5.799  -1.468  0.38
O  -2.954  -6.523  1.574  -0.61
H  -3.648  3.218  -3.484  0.24
H  6.124  4.087  0.265  0.23
H  -6.265  -1.781  -1.012  0.37
H  -0.502  1.303  -2.386  0.41
H  -0.096  -5.328  2.532  0.60
H  6.009  1.774  1.799  0.38
H  6.602  1.742  -0.450  0.32
H  4.896  0.402  1.709  0.21
C  0.550  -1.270  1.688  -0.97
H  -5.225  -5.226  1.297  0.43
C  0.930  -3.850  1.261  1.99
H  -0.302  3.649  -1.681  0.31
H  -5.272  3.466  -2.884  0.38
C  -5.584  -2.290  -0.338  -0.39
H  4.145  3.303  1.058  0.35
C  -2.407  -5.448  1.485  0.19
C  -5.887  -3.565  0.106  -0.72
H  6.017  2.095  -2.056  0.38
C  5.875  2.346  -1.000  -0.82
H  -0.777  -2.683  0.812  0.49
H  -1.299  -4.561  -0.123  0.54
H  -2.231  1.298  -2.072  0.28
H  -1.087  -6.281  0.076  0.35
C  -3.782  3.587  -1.353  -0.32
H  2.485  -0.840  1.337  0.06
C  -2.328  3.968  -1.068  -0.72
C  4.093  2.229  0.861  -0.38
I  4.077  -3.343  1.353  0.19
C  -5.012  -4.227  0.937  -0.41
H  -4.808  5.902  -2.556  0.30
H  5.425  4.540  -2.687  0.29
C  -3.562  -2.306  0.925  -0.12
H  -4.181  -0.640  -0.272  0.65
H  -6.813  -4.030  -0.207  0.37
N  1.662  -0.987  0.760  -0.32
C  -0.029  -2.695  1.604  -1.33
C  5.333  4.762  -1.622  -1.16
H  -2.114  3.749  -0.017  0.35
H  -3.940  2.534  -1.099  -0.04
C  -4.437  -1.636  0.061  -0.65
H  -0.515  -2.940  2.549  0.65
H  -4.567  5.402  -4.231  0.38
C  -4.192  5.285  -3.214  -1.22
H  -4.427  4.157  -0.677  0.37
H  -2.681  -1.764  1.245  0.49
C  1.291  -3.864  -0.169  -0.43
H  -0.271  -0.590  1.433  0.45
H  4.343  0.862  -0.779  0.32
N  1.883  -2.724  4.430  -0.52
H  -1.449  3.509  -2.994  0.28
C  2.187  -3.988  2.185  -0.60
N  1.632  -3.832  -1.267  -0.58
H  4.280  4.682  -1.346  0.26
C  4.459  1.936  -0.594  -0.50
C  -4.242  3.820  -2.791  -0.36
H  -2.206  5.049  -1.178  0.33
H  1.497  -0.074  0.352  0.22
H  3.049  1.941  1.017  0.30
H  0.795  -1.033  2.726  0.29
C  0.135  -5.181  1.474  -1.60
H  -1.091  1.466  -0.730  0.18
C  -1.284  1.747  -1.768  -1.07

Computed properties:
SMILES string = N#C[C@H](I)[C@](C#N)(CCN)CCC(=O)Nc1ccccc1.CCCCCC.CCCCCC
spin multiplicity = 1

=====

[3]
C5H10O4S | the ωB97M-V functional and the def2-TZVPD basis

Each line ends with the Mulliken charge.
Geometry (Å):
O  -1.496  2.808  0.187  -0.55
H  1.584  -1.544  1.079  0.32
H  0.833  -0.508  -1.778  0.30
C  0.517  -0.939  -0.800  -0.70
C  1.769  -1.005  0.122  -0.50
H  3.178  0.214  1.218  0.31
H  -1.480  -1.268  1.411  0.35
H  2.521  -1.631  -0.413  0.32
H  0.161  -1.966  -1.045  0.34
S  -2.336  1.637  -0.172  1.08
O  -3.604  2.009  -0.831  -0.55
H  3.024  0.701  -0.522  0.28
H  1.775  1.178  0.707  0.33
O  -2.498  0.499  1.045  -0.30
C  -1.802  -0.679  0.532  -0.36
C  -0.627  -0.047  -0.259  0.36
O  -1.332  0.784  -1.220  -0.46
C  2.463  0.376  0.379  -0.99
H  -0.175  0.649  0.481  0.13
H  -2.476  -1.269  -0.122  0.29

Computed properties:
spin multiplicity = 1

=====

Q: Which HOMO-LUMO gap values were calculated for the entries above? A: 0.32860 0.33717 0.43383, in hartree.
Q: Which energy above the lowest of the compared OMol25 structures with the same formula, charge and spin values were calculated for the entries above? A: 35.5 0.0 36.7, in kcal/mol.
Q: Which largest force on an atom values were calculated for the entries above? A: 0.04848 0.02557 0.09109, in Eh/bohr.